Record 1
Here is a 6-piece molecular cluster, C56H63FN6O15S2 overall from OMol25. Energies are from the ωB97M-V functional and the def2-TZVPD basis.

Results
ΔE to the lowest compared entry with this formula, charge and spin: 0.00 kJ/mol
energy: -4524.87623 hartree
HOMO: -8.13 eV
SMILES string: [H]/N=C(/N)NCCCC[C@@]1(CCCCn2cccc2)[C@H](CCCCOC(C)=O)OS(=O)(=O)[C@](F)(N=C=S)[C@H]1NCC.O=C1C=CC(=O)C=C1.O=C1C=CC(=O)C=C1.O=C1C=CC(=O)C=C1.O=C1C=CC(=O)C=C1.O=C1C=CC(=O)C=C1
E_LUMO: -2.3 eV

```
! wB97M-V def2-TZVPD RIJCOSX def2/J DEFGRID3
* xyz 0 1
H 7.47689 -3.43228 2.06415
N 8.18572 -3.14085 1.39839
C 7.69789 -3.05945 0.23149
N 8.49064 -2.61635 -0.83703
N 6.36600 -3.34299 -0.13047
C 5.35609 -2.54869 0.60480
C 3.98205 -2.66107 -0.06316
C 3.31593 -1.28825 -0.31174
C 1.78040 -1.27257 -0.16972
C 0.92514 -0.87970 -1.39695
C 1.54822 0.28658 -2.19323
C 1.99392 1.48770 -1.34281
C 1.91693 2.79263 -2.14003
C 2.09232 4.01875 -1.25226
N 2.73924 5.13370 -1.91981
C 2.51918 5.52793 -3.20483
C 3.32648 6.59692 -3.46203
C 4.05959 6.86513 -2.28526
C 3.67588 5.94873 -1.35382
C 0.65193 -2.07050 -2.33141
C 1.79861 -3.01826 -2.59556
C 1.49620 -4.13820 -3.59989
C 1.54701 -3.75931 -5.08738
C 2.73942 -2.89604 -5.44171
O 3.03795 -3.04881 -6.83989
C 3.03234 -1.91244 -7.59863
C 3.85766 -0.75710 -7.07930
O 2.43709 -1.87561 -8.64255
O 0.17414 -1.54399 -3.61350
S -1.33753 -1.11149 -3.59287
O -2.15718 -2.26750 -3.39801
O -1.55061 -0.25078 -4.70997
C -1.47638 -0.09521 -2.03261
F -2.75830 -0.35696 -1.63569
N -1.35382 1.28977 -2.37974
C -2.28373 1.99270 -2.71496
S -3.43615 2.91262 -3.18920
C -0.47886 -0.43943 -0.87162
N -1.07374 -1.40803 0.01686
C -1.30571 -0.99915 1.39405
C -2.42391 0.02743 1.52925
H 9.44642 -2.53039 -0.51403
H 8.46748 -3.24509 -1.63050
H 6.26131 -3.12609 -1.11487
H 5.31423 -2.93550 1.62184
H 5.67583 -1.50347 0.64843
H 4.14400 -3.13623 -1.03361
H 3.31140 -3.31672 0.49118
H 3.72806 -0.59558 0.42348
H 3.64481 -0.92762 -1.28532
H 1.44835 -2.25691 0.16126
H 1.51755 -0.56750 0.61886
H 2.44042 -0.09232 -2.70287
H 0.89241 0.63507 -2.98320
H 1.40428 1.57344 -0.42780
H 3.03883 1.34903 -1.05957
H 0.94433 2.83425 -2.63341
H 2.68537 2.77096 -2.91488
H 2.69147 3.77875 -0.37343
H 1.11385 4.35053 -0.89327
H 1.82628 5.02245 -3.85592
H 3.39386 7.12483 -4.39846
H 4.79113 7.64409 -2.16485
H 4.01559 5.84092 -0.33847
H -0.16968 -2.67232 -1.93305
H 2.00178 -3.49960 -1.63778
H 2.70505 -2.47197 -2.86568
H 0.51083 -4.55547 -3.38248
H 2.23556 -4.92339 -3.42528
H 0.62606 -3.25487 -5.37287
H 1.58811 -4.67618 -5.67647
H 3.62862 -3.17163 -4.86767
H 2.51172 -1.85055 -5.22238
H 4.37240 -0.29804 -7.91768
H 3.18795 -0.01044 -6.64957
H 4.56513 -1.05932 -6.31051
H -0.36835 0.50373 -0.33294
H -0.59320 -2.29140 -0.02609
H -0.39358 -0.64324 1.89376
H -1.62289 -1.89800 1.92915
H -3.39294 -0.45690 1.49995
H -2.31907 0.55533 2.47686
H -2.36758 0.77754 0.73852
O 0.25003 10.82496 3.24539
C 1.12871 10.27334 2.61729
C 1.20358 10.40526 1.14193
C 2.16352 9.80113 0.44672
C 3.19723 8.97434 1.11945
O 4.06792 8.42437 0.48304
C 3.11943 8.84388 2.59826
C 2.16105 9.44894 3.29368
H 0.43883 11.01865 0.68142
H 2.24265 9.87563 -0.63045
H 3.88407 8.23582 3.06492
H 2.08279 9.37299 4.37079
O -6.03859 12.54157 3.96987
C -4.99243 12.68763 3.37545
C -4.92410 13.49725 2.13153
C -3.77881 13.65628 1.47519
C -2.51914 13.03353 1.95940
O -1.48057 13.17940 1.35017
C -2.58351 12.22630 3.20585
C -3.73366 12.06789 3.85722
H -5.85437 13.94022 1.79923
H -3.70377 14.23849 0.56546
H -1.65552 11.78071 3.53797
H -3.81037 11.48376 4.76559
O -8.47109 -4.94957 2.78683
C -7.53407 -4.19790 2.93525
C -6.75868 -3.69280 1.77228
C -5.72644 -2.87026 1.93660
C -5.30747 -2.42166 3.28947
O -4.36292 -1.67496 3.43428
C -6.08177 -2.92418 4.45159
C -7.11378 -3.74689 4.28755
H -7.08491 -4.03284 0.79755
H -5.14612 -2.48923 1.10461
H -5.75590 -2.58293 5.42588
H -7.69448 -4.12787 5.11787
O 0.13577 -4.07233 0.49204
C -0.63914 -4.78025 1.10936
C -0.25941 -5.39063 2.40293
C -1.11729 -6.15176 3.07624
C -2.48486 -6.41289 2.55629
O -3.26383 -7.10371 3.17506
C -2.86023 -5.79914 1.25735
C -2.00170 -5.03792 0.58492
H 0.74102 -5.18105 2.75935
H -0.87086 -6.61438 4.02326
H -3.86120 -6.00527 0.90025
H -2.24952 -4.57077 -0.36118
O -2.49075 -10.73789 4.45958
C -3.68385 -10.95165 4.41946
C -4.22466 -12.31944 4.62824
C -5.53212 -12.55705 4.58128
C -6.50558 -11.46500 4.31941
O -7.69636 -11.68490 4.27889
C -5.96217 -10.09956 4.11141
C -4.65430 -9.85813 4.15819
H -3.49624 -13.09773 4.81731
H -5.95218 -13.54381 4.72913
H -6.69101 -9.32155 3.92186
H -4.23153 -8.87224 4.00891
*
```

Record 2
Here is a 12-piece molecular cluster, C56H66N10O6S2 overall in a non-equilibrium geometry from OMol25. Energies are from the ωB97M-V functional and the def2-TZVPD basis.

Results
energy: -3968.74467 hartree
HOMO: -8.98 eV
SMILES string: CCOS(C)(=O)=O.CCOS(C)(=O)=O.c1ccncc1.c1ccncc1.c1ccncc1.c1ccncc1.c1ccncc1.c1ccncc1.c1ccncc1.c1ccncc1.c1ccncc1.c1ccncc1
E_LUMO: 0.5 eV

```
! wB97M-V def2-TZVPD RIJCOSX def2/J DEFGRID3
* xyz 0 1
C 0.75917 0.18412 -2.90170
C -0.51093 0.18843 -2.05341
O -0.18719 0.51543 -0.69826
S -1.23498 0.96090 0.35407
C -1.94852 -0.51991 0.83047
O -0.56005 1.51372 1.46221
O -2.17054 1.86546 -0.24675
H 1.42526 -0.57318 -2.51583
H 1.25747 1.11157 -2.79211
H 0.48737 0.00201 -3.92781
H -1.18791 0.93148 -2.48274
H -1.00568 -0.80698 -2.11287
H -1.14593 -1.24737 0.98181
H -2.55099 -0.84625 -0.00496
H -2.62368 -0.46362 1.66547
C -2.44342 -6.47625 -4.72161
C -2.37517 -5.55236 -3.55023
O -3.48237 -4.60749 -3.62433
S -3.26655 -3.05377 -3.65644
C -3.19859 -2.71116 -5.42427
O -4.45511 -2.47220 -3.16474
O -2.03336 -2.67022 -3.01012
H -3.46079 -6.82345 -4.81349
H -1.85881 -7.34820 -4.59695
H -2.17832 -5.95741 -5.70014
H -2.54741 -6.15409 -2.61336
H -1.44583 -4.95857 -3.45248
H -2.25140 -3.12277 -5.75955
H -3.07365 -1.61265 -5.55829
H -4.10695 -3.17292 -5.88696
C 3.13373 0.45713 2.96292
C 2.02563 -0.30528 2.79710
C 2.07980 -1.61991 3.22228
N 3.20049 -2.19092 3.70573
C 4.23764 -1.40983 3.92306
C 4.28364 -0.05405 3.56195
H 2.98742 1.53583 2.82158
H 1.06217 0.10017 2.36764
H 1.20583 -2.17761 3.02040
H 5.11053 -1.85369 4.39902
H 5.10476 0.62174 3.81997
C 1.49521 -5.15372 -0.57729
C 2.23969 -4.06022 -0.20984
C 1.56885 -2.96080 0.32554
N 0.29125 -2.93204 0.64694
C -0.42235 -4.00108 0.28414
C 0.12196 -5.14331 -0.30456
H 1.97353 -5.89739 -1.24896
H 3.26868 -4.00455 -0.43713
H 2.09906 -2.02912 0.44485
H -1.50300 -3.98220 0.42957
H -0.45637 -6.08434 -0.50173
C 3.76059 1.24399 0.03521
C 4.37345 0.06866 -0.43828
C 5.71467 0.16053 -0.68072
N 6.50552 1.17384 -0.46203
C 5.93956 2.20473 0.12803
C 4.55834 2.30796 0.35907
H 2.74721 1.20531 0.13661
H 3.76052 -0.84826 -0.55164
H 6.19087 -0.69589 -1.12937
H 6.62241 3.02641 0.30227
H 4.04756 3.20974 0.72027
C 2.20695 -2.81014 -6.54824
C 1.76576 -2.53042 -5.27500
C 0.73721 -3.25752 -4.70291
N 0.14881 -4.26487 -5.31717
C 0.60781 -4.55231 -6.53317
C 1.60084 -3.87447 -7.22266
H 2.96350 -2.20605 -6.99595
H 2.24110 -1.71064 -4.70853
H 0.37161 -3.09844 -3.68420
H 0.17121 -5.43860 -7.01766
H 1.79847 -4.17287 -8.21749
C -0.94768 -4.75722 4.48335
C -0.78231 -3.45724 4.89994
C -1.55577 -2.50228 4.39610
N -2.48217 -2.74715 3.47716
C -2.62894 -3.99458 3.01345
C -1.83708 -5.04724 3.49195
H -0.46007 -5.53275 5.05018
H -0.06306 -3.19708 5.68726
H -1.46022 -1.48673 4.68678
H -3.43968 -4.24889 2.37992
H -1.98127 -6.07500 3.19682
C 2.07866 6.42238 3.31685
C 1.08784 5.56504 2.96489
C 1.39819 4.18695 2.76877
N 2.61486 3.72855 2.92317
C 3.56029 4.56043 3.31943
C 3.37033 5.90306 3.47694
H 2.00316 7.49945 3.36583
H 0.06709 5.96954 2.80215
H 0.68554 3.50577 2.28455
H 4.51623 4.01898 3.44099
H 4.19066 6.54081 3.77521
C -2.00792 3.00637 -4.19238
C -3.11780 2.30538 -3.88624
C -3.21221 0.98876 -4.38789
N -2.23462 0.40006 -5.05878
C -1.14518 1.13351 -5.32693
C -1.04430 2.39881 -4.93014
H -1.91541 4.05060 -3.89361
H -3.96227 2.68433 -3.37492
H -4.13710 0.43247 -4.20942
H -0.33672 0.62734 -5.85024
H -0.03815 2.86296 -5.02888
C -4.53791 3.03461 2.50138
C -3.37955 3.72498 2.66917
C -3.00229 4.07441 3.92490
N -3.71384 3.88621 5.00229
C -4.87174 3.21893 4.87567
C -5.32108 2.80049 3.60139
H -4.78088 2.62688 1.54055
H -2.73141 3.97160 1.83984
H -2.09058 4.61406 4.04069
H -5.57342 3.06605 5.73432
H -6.26443 2.33721 3.59873
C -0.25274 1.50903 4.83710
C -1.54708 1.11217 4.52749
C -2.34236 0.74287 5.61096
N -1.86223 0.55179 6.85995
C -0.60337 0.75833 7.06784
C 0.24714 1.33928 6.12650
H 0.37842 1.80338 4.00599
H -1.84858 1.04020 3.47789
H -3.45972 0.59977 5.52682
H -0.22472 0.46132 8.04184
H 1.24652 1.60101 6.34338
C 0.89275 5.89112 -0.72556
C 0.16704 4.69461 -0.87961
C 0.49303 3.89259 -1.94619
N 1.33725 4.23722 -2.89008
C 1.88856 5.40537 -2.79879
C 1.73762 6.26956 -1.72893
H 0.64945 6.54314 0.07998
H -0.66070 4.36034 -0.23330
H -0.06478 2.96743 -2.03070
H 2.49175 5.74568 -3.64012
H 2.25362 7.25514 -1.69776
*
```